# 1
Below is 2 unconnected molecules or ions with the total composition C6H12F3N2O3S, with properties calculated with ωB97M-V/def2-TZVPD.

The geometry in ORCA input format:
```
! RIJCOSX wB97M-V def2-TZVPD def2/J DEFGRID3
* xyz 1 1
O 3.774 -1.291 1.631
C 3.890 -0.530 0.631
O 3.983 -1.147 -0.651
C 3.971 1.039 0.903
C 2.599 1.834 0.663
C 1.792 1.409 -0.664
S 0.011 1.034 -0.213
C -0.201 -0.786 0.118
F -1.393 -1.059 0.836
F -0.275 -1.437 -1.127
F 0.856 -1.258 0.920
H 4.898 -1.461 -0.822
H 4.845 1.524 0.341
H 4.230 1.155 2.022
H 1.962 1.811 1.626
H 2.884 2.946 0.532
H 2.277 0.580 -1.281
H 1.736 2.330 -1.360
H -0.201 1.654 1.011
C -5.150 -0.763 -1.073
O -5.016 -0.102 -2.091
N -6.363 -1.095 -0.570
N -4.091 -1.221 -0.356
H -6.494 -1.636 0.265
H -7.173 -0.772 -1.075
H -3.175 -0.994 -0.700
H -4.176 -1.765 0.484
*
```

The value obtained for the HOMO energy is -12.14 eV. Its total energy is -34517.7274 eV. The calculation puts the LUMO energy at -4.50 eV. As for the relative energy (zero: lowest compared OMol25 entry of this formula, charge and spin): 0.0000 eV. The HOMO-LUMO gap comes out at 7.64 eV.

---

# 2
Below is a molecular structure, C26H52BrCrN11S4Sb, with properties calculated with ωB97M-V/def2-TZVPD.

The geometry in ORCA input format:
```
! RIJCOSX wB97M-V def2-TZVPD def2/J DEFGRID3
* xyz -1 5
Cr 0.032 1.158 -0.628
C 2.180 -2.290 -3.740
N 1.666 -0.955 -3.414
C 2.645 0.100 -3.484
C 0.375 -0.742 -3.346
N -0.150 0.303 -2.715
C -1.428 0.779 -3.244
C -2.081 1.923 -2.478
N -2.044 1.624 -1.042
C -2.232 2.800 -0.164
C -1.623 2.623 1.207
N -0.368 1.945 1.174
C 0.361 1.885 2.248
N -0.206 1.942 3.486
C -1.307 1.120 3.972
C 0.424 2.852 4.472
N 1.706 1.807 2.030
C 2.557 1.184 3.029
C 2.380 3.015 1.469
C -2.973 0.516 -0.654
C -2.378 -0.913 -0.514
N -1.474 -1.039 0.602
C -1.879 -1.569 1.678
N -0.882 -1.939 2.643
C -1.142 -3.247 3.160
C 0.448 -1.842 2.173
N -3.220 -1.787 2.142
C -3.600 -1.552 3.533
C -4.103 -2.697 1.442
N -0.281 -1.666 -4.162
C 0.124 -1.922 -5.520
C -1.393 -2.472 -3.657
H 2.986 -2.602 -3.067
H 2.740 -2.213 -4.689
H 1.330 -2.973 -3.761
H 3.511 -0.166 -2.934
H 2.201 0.999 -3.077
H 2.905 0.313 -4.488
H -2.199 -0.016 -3.382
H -1.235 1.167 -4.243
H -3.120 2.064 -2.823
H -1.511 2.849 -2.553
H -3.302 2.950 -0.039
H -1.726 3.633 -0.620
H -2.295 2.053 1.935
H -1.594 3.622 1.588
H -1.518 0.354 3.203
H -2.189 1.804 4.237
H -0.946 0.624 4.895
H 1.056 3.566 4.050
H 1.031 2.353 5.216
H -0.309 3.409 5.068
H 2.032 0.251 3.343
H 2.862 1.742 3.916
H 3.471 0.830 2.523
H 1.994 3.270 0.528
H 3.424 2.763 1.353
H 2.277 3.836 2.164
H -3.817 0.524 -1.419
H -3.482 0.829 0.304
H -1.733 -1.208 -1.428
H -3.184 -1.663 -0.499
H -1.727 -3.276 4.129
H -0.188 -3.654 3.519
H -1.446 -3.977 2.425
H 0.705 -0.888 1.708
H 0.586 -2.586 1.427
H 1.131 -2.100 3.022
H -2.856 -0.886 4.065
H -3.676 -2.425 4.174
H -4.598 -1.061 3.613
H -3.566 -3.324 0.710
H -4.862 -2.052 0.942
H -4.600 -3.425 2.117
H 1.010 -1.272 -5.714
H -0.778 -1.733 -6.155
H 0.379 -2.944 -5.689
H -1.102 -3.184 -2.827
H -1.782 -3.048 -4.418
H -2.197 -1.759 -3.319
S 5.575 2.115 -2.660
Sb 6.589 3.863 -1.461
S 0.849 3.258 -2.015
S 0.576 4.864 -0.892
S 5.756 3.901 0.606
Br -1.836 -4.497 -0.468
C 2.927 -2.105 -0.528
C 4.145 -1.450 -0.373
C 4.206 -0.114 -0.196
C 3.044 0.659 -0.196
N 1.807 0.054 -0.374
C 1.822 -1.314 -0.591
H 5.061 -1.942 -0.344
H 5.221 0.471 -0.182
H 3.090 1.787 -0.306
H 0.937 -1.862 -0.748
*
```

The value obtained for the HOMO energy (spin up / spin down) is -3.56 / -3.86 eV. Its total energy is -192536.6066 eV. The calculation puts the LUMO energy (spin up / spin down) at 0.12 / 0.33 eV. The HOMO-LUMO gap (spin up / spin down) comes out at 3.68 / 4.19 eV. As for the expectation value of S²: 6.261.

---

# 3
Below is a molecular structure, C2HCuO2, with properties calculated with ωB97M-V/def2-TZVPD.

The geometry in ORCA input format:
```
! RIJCOSX wB97M-V def2-TZVPD def2/J DEFGRID3
* xyz 0 1
O -1.770 0.761 -0.695
C -1.809 0.214 0.437
O 1.791 -0.139 -0.053
C 2.359 0.480 0.708
Cu -0.430 -0.848 -1.040
H -2.540 0.727 1.130
*
```

The value obtained for the HOMO energy (spin up / spin down) is -6.82 / -6.82 eV. Its total energy is -50820.5011 eV. The calculation puts the LUMO energy (spin up / spin down) at -0.99 / -0.99 eV. As for the relative energy (zero: lowest compared OMol25 entry of this formula, charge and spin): 0.0000 eV. The HOMO-LUMO gap (spin up / spin down) comes out at 5.83 / 5.83 eV.

---

# 4
Below is a single C4H8N2O2 molecule, with properties calculated with ωB97M-V/def2-TZVPD.

The geometry in ORCA input format:
```
! RIJCOSX wB97M-V def2-TZVPD def2/J DEFGRID3
* xyz 0 1
C 2.108 -0.649 -0.191
N 0.734 -0.218 -0.164
C 0.393 0.949 0.201
O 1.157 2.072 0.215
N -0.933 1.197 0.328
C -1.875 0.247 -0.260
C -1.775 -1.194 0.124
O -2.906 0.731 -0.664
H 2.132 -1.725 -0.018
H 2.558 -0.431 -1.165
H 2.757 -0.214 0.578
H 2.086 1.837 0.096
H -1.190 2.178 0.333
H -0.992 -1.731 -0.404
H -2.659 -1.740 -0.198
H -1.595 -1.309 1.190
*
```

The value obtained for the HOMO energy is -9.17 eV. Its total energy is -11352.5308 eV. The calculation puts the LUMO energy at 0.51 eV. As for the relative energy (zero: lowest compared OMol25 entry of this formula, charge and spin): 1.5820 eV. As for the SMILES: C/N=C(\O)NC(C)=O. The HOMO-LUMO gap comes out at 9.69 eV.

---

Respective F_max values: 5.1 4.3 1.7 3.2 eV Å⁻¹.